[1]
ORCA calculation (the ωB97M-V functional and the def2-TZVPD basis) on a 11-piece molecular cluster, C47H57FN12O7 overall in a non-equilibrium geometry.

CARTESIAN COORDINATES (ANGSTROEM)
C: 5.2221 -4.1750 5.9298
C: 4.8413 -3.7482 4.5501
O: 3.7998 -3.9666 4.0229
O: 5.8600 -3.0557 3.8403
C: 5.6048 -1.7222 3.6323
O: 5.1172 -1.3301 2.6101
C: 5.9679 -0.8113 4.7828
N: 4.8147 -0.7842 5.6930
C: 3.7776 0.0488 5.2157
O: 3.8928 1.0743 4.6274
O: 2.5442 -0.4928 5.5555
C: 1.6402 -0.6448 4.5596
O: 1.8120 -0.3763 3.4047
N: 0.4536 -1.2474 5.0620
C: 0.6041 -2.6611 5.0809
O: 0.3872 -3.3706 4.1593
F: 1.0692 -3.0844 6.2567
H: 4.6699 -3.5528 6.6337
H: 6.2837 -4.0310 6.1106
H: 4.9352 -5.2143 6.0598
H: 6.2687 0.1661 4.4044
H: 6.8103 -1.2411 5.3218
H: 5.1033 -0.4781 6.6168
H: -0.2611 -1.0639 4.3618
C: -2.0703 -2.3456 0.0751
C: -2.4036 -0.9709 0.2000
C: -1.5193 -0.4235 1.0900
N: -0.6634 -1.4161 1.5011
C: -0.9972 -2.5899 0.8922
H: -2.5690 -3.0671 -0.5526
H: -3.1931 -0.4520 -0.3172
H: -1.4174 0.5825 1.4620
H: 0.0949 -1.2953 2.1509
H: -0.4393 -3.4903 1.0901
C: 1.8590 2.8694 -1.4947
C: 1.3238 3.6074 -0.4039
C: 0.6100 2.7293 0.3715
N: 0.7022 1.4926 -0.2015
C: 1.4569 1.5690 -1.3316
H: 2.4631 3.2501 -2.3013
H: 1.4422 4.6611 -0.2160
H: 0.0495 2.8839 1.2779
H: 0.2751 0.6488 0.1395
H: 1.6442 0.6882 -1.9241
C: -2.8010 -7.9668 0.7771
C: -2.8624 -7.9966 -0.6436
C: -2.4419 -6.7732 -1.0955
N: -2.1406 -6.0067 -0.0033
C: -2.3512 -6.7255 1.1403
H: -3.0592 -8.7645 1.4526
H: -3.1748 -8.8218 -1.2614
H: -2.3363 -6.3846 -2.0943
H: -1.8167 -5.0588 -0.0386
H: -2.1672 -6.2938 2.1089
C: -0.3404 3.1255 6.7894
C: 0.6125 3.0186 7.8372
C: 1.8029 2.6490 7.2682
N: 1.6059 2.5249 5.9215
C: 0.3046 2.8171 5.6205
H: -1.3772 3.4008 6.8832
H: 0.4442 3.1969 8.8858
H: 2.7695 2.4690 7.7078
H: 2.3093 2.2584 5.2537
H: -0.0503 2.7842 4.6043
C: -1.3588 -1.4851 -5.3491
C: -1.2910 -1.9600 -4.0106
C: -0.5851 -1.0388 -3.2848
N: -0.2241 -0.0274 -4.1314
C: -0.6946 -0.2888 -5.3927
H: -1.8412 -1.9666 -6.1827
H: -1.7129 -2.8736 -3.6264
H: -0.3164 -1.0136 -2.2421
H: 0.3036 0.7802 -3.8528
H: -0.5191 0.3895 -6.2107
C: -1.7653 4.5340 -6.7281
C: -0.5833 5.2850 -6.4842
C: 0.3081 4.4506 -5.8652
N: -0.2919 3.2289 -5.7228
C: -1.5547 3.2700 -6.2467
H: -2.6671 4.8844 -7.2005
H: -0.4114 6.3192 -6.7319
H: 1.3116 4.6176 -5.5118
H: 0.1293 2.4276 -5.2974
H: -2.1918 2.4024 -6.2313
C: -5.6157 -1.1693 -1.5176
C: -6.9146 -0.5913 -1.5198
C: -6.9803 0.2513 -2.5969
N: -5.7747 0.2021 -3.2419
C: -4.9363 -0.6610 -2.5939
H: -5.2252 -1.8805 -0.8080
H: -7.7064 -0.7729 -0.8130
H: -7.7780 0.8771 -2.9576
H: -5.5392 0.7223 -4.0662
H: -3.9352 -0.8406 -2.9520
C: -7.3130 -7.1119 -3.5369
C: -7.5885 -5.7239 -3.3992
C: -6.6831 -5.2152 -2.5059
N: -5.8750 -6.2414 -2.1004
C: -6.2491 -7.3986 -2.7230
H: -7.8350 -7.8171 -4.1616
H: -8.3610 -5.1639 -3.8987
H: -6.5458 -4.2151 -2.1302
H: -5.1161 -6.1618 -1.4457
H: -5.7288 -8.3217 -2.5349
C: 6.2400 3.7455 1.5083
C: 7.4496 3.0658 1.1983
C: 7.2287 1.7295 1.4039
N: 5.9372 1.5776 1.8289
C: 5.3276 2.7987 1.8932
H: 6.0602 4.8058 1.4508
H: 8.3718 3.5066 0.8588
H: 7.8759 0.8780 1.2796
H: 5.5049 0.6998 2.0598
H: 4.2998 2.8885 2.1999
C: 0.0373 8.9894 -3.6382
C: 0.6410 10.0611 -4.3527
C: 1.5221 9.5122 -5.2444
N: 1.4733 8.1521 -5.0955
C: 0.5713 7.8250 -4.1200
H: -0.7054 9.0658 -2.8623
H: 0.4486 11.1131 -4.2262
H: 2.1742 9.9693 -5.9682
H: 2.0177 7.4950 -5.6217
H: 0.3844 6.7978 -3.8589

As for the energy relative to the best compared isomer or geometry (same formula, charge and spin): 0.00 kJ/mol. As for the total charge: 0. The calculated total energy is -84592.5908 eV. Its HOMO-LUMO gap is 7.475 eV. As for the structure (SMILES): CC(=O)OC(=O)CNC(=O)OC(=O)NC(=O)F.c1cc[nH]c1.c1cc[nH]c1.c1cc[nH]c1.c1cc[nH]c1.c1cc[nH]c1.c1cc[nH]c1.c1cc[nH]c1.c1cc[nH]c1.c1cc[nH]c1.c1cc[nH]c1. As for the spin multiplicity: 1.


[2]
ORCA calculation (the ωB97M-V functional and the def2-TZVPD basis) on C47H57N4O2S3Sc as an isolated structure in a non-equilibrium geometry.

CARTESIAN COORDINATES (ANGSTROEM)
Sc: 0.0016 0.4786 -0.1793
O: -1.4606 -0.4790 -1.1931
S: -2.2434 -1.4422 -2.0772
C: -1.8253 -0.9102 -3.8009
C: -2.5314 0.3454 -4.2853
C: -2.0561 1.6274 -3.5884
C: -0.7408 2.1272 -4.1741
S: 0.5172 2.6370 -2.9049
O: 0.1244 1.8486 -1.6609
C: -0.0065 4.3231 -2.5165
C: -0.0731 4.6689 -1.1757
C: -0.3715 5.9729 -0.8191
C: -0.5750 6.9289 -1.8023
C: -0.4688 6.5843 -3.1408
C: -0.1741 5.2803 -3.5062
C: -3.9541 -0.8510 -2.0041
C: -4.9187 -1.4647 -2.7894
C: -6.2385 -1.0632 -2.6820
C: -6.5921 -0.0849 -1.7649
C: -5.6278 0.5107 -0.9691
C: -4.3022 0.1372 -1.1010
H: -2.0793 -1.7574 -4.4358
H: -0.7390 -0.8030 -3.7773
H: -3.6040 0.2287 -4.1268
H: -2.3845 0.4428 -5.3633
H: -1.9248 1.4184 -2.5206
H: -2.8310 2.3906 -3.6856
H: -0.8751 2.9662 -4.8511
H: -0.2326 1.3299 -4.7182
H: 0.1147 3.9203 -0.4138
H: -0.4213 6.2551 0.2209
H: -0.7903 7.9491 -1.5249
H: -0.6006 7.3326 -3.9061
H: -0.0662 5.0240 -4.5489
H: -4.6503 -2.2480 -3.4785
H: -6.9919 -1.5127 -3.3095
H: -7.6224 0.2087 -1.6620
H: -5.9054 1.2676 -0.2492
H: -3.5367 0.5892 -0.4872
C: 0.5718 -0.6389 5.3201
S: 1.3321 -0.6293 3.6696
C: 1.8683 -2.3558 3.6079
H: 1.2980 -0.9892 6.0464
H: -0.3045 -1.2824 5.3022
H: 0.2904 0.3820 5.5495
H: 1.0043 -3.0116 3.6774
H: 2.5537 -2.5466 4.4297
H: 2.3739 -2.4997 2.6591
C: 3.2140 -4.9491 -1.5259
C: 2.2437 -4.0172 -0.8687
C: 1.0428 -4.5046 -0.3704
C: 0.1420 -3.6595 0.2743
C: -1.1195 -4.2170 0.8625
C: 0.4493 -2.3152 0.3677
C: 1.6498 -1.7630 -0.1594
C: 2.5441 -2.6624 -0.7638
N: 1.7526 -0.3895 -0.0383
C: 2.9950 0.3944 0.0310
C: 3.4534 0.9102 -1.3484
C: 4.6256 1.8810 -1.1839
C: 5.7846 1.1334 -0.5302
C: 5.3492 0.6360 0.8478
C: 4.9577 1.8186 1.7285
C: 3.8045 2.5693 1.0646
C: 4.2195 3.0703 -0.3161
C: 2.6225 1.6141 0.9082
C: 4.1657 -0.3255 0.7138
H: 2.7394 -5.8997 -1.7542
H: 4.0572 -5.1387 -0.8616
H: 3.6107 -4.5241 -2.4460
H: 0.8098 -5.5533 -0.4668
H: -0.8967 -5.0598 1.5138
H: -1.7840 -4.5842 0.0814
H: -1.6499 -3.4649 1.4418
H: -0.2180 -1.6344 0.9322
H: 3.4760 -2.3222 -1.1883
H: 2.6146 1.4097 -1.8484
H: 3.7677 0.0721 -1.9719
H: 4.9299 2.2412 -2.1703
H: 6.6518 1.7864 -0.4283
H: 6.0705 0.2902 -1.1616
H: 6.1790 0.1000 1.3123
H: 5.8099 2.4853 1.8591
H: 4.6530 1.4668 2.7170
H: 3.5071 3.4099 1.7006
H: 5.0549 3.7617 -0.2163
H: 3.3914 3.6136 -0.7809
H: 1.7655 2.1413 0.4346
H: 2.3066 1.2491 1.8919
H: 3.8462 -0.6706 1.6992
H: 4.4844 -1.1923 0.1397
C: -3.3677 2.9272 1.3685
C: -2.2918 2.4852 0.6217
N: -1.3577 1.6464 1.1056
C: -1.5058 1.2200 2.3634
C: -2.5815 1.5747 3.1714
C: -3.5309 2.4556 2.6621
C: -2.7364 0.9605 4.4980
C: -3.3290 -0.2219 4.6597
C: -3.8442 -1.0482 3.5641
C: -4.9360 -1.8982 3.7626
C: -5.3896 -2.6099 2.6629
N: -4.7773 -2.5513 1.4886
C: -3.7277 -1.7600 1.4155
N: -3.2469 -0.9828 2.3668
H: -4.0769 3.6174 0.9375
H: -2.1550 2.8358 -0.3970
H: -0.7281 0.5661 2.7501
H: -4.3789 2.7522 3.2613
H: -2.3828 1.5316 5.3465
H: -3.4841 -0.6132 5.6556
H: -5.4190 -1.9810 4.7224
H: -6.2589 -3.2508 2.7138
H: -3.1935 -1.7382 0.4723

As for the energy relative to the best compared isomer or geometry (same formula, charge and spin): 33.68 kJ/mol. As for the total charge: +2. The calculated total energy is -112916.3909 eV. Its HOMO-LUMO gap is 7.058 eV. As for the spin multiplicity: 1.